Molecular formula: C4H14N3O
Method: DFT, wB97M-V/def2-TZVPD

Each line ends with the Mulliken charge.
Positions of all 22 atoms, in Å:
O: 3.6627 -1.9424 -0.7204  -0.4403
N: -2.5081 0.2810 1.3863  -0.3474
N: 1.2293 -1.0978 -1.3626  -0.3514
N: -1.1123 -0.2604 -0.4938  -0.6269
C: -1.2268 -0.2374 0.9959  -0.6330
C: -2.5503 1.7326 1.5414  -0.8107
C: 2.2859 -0.0747 -1.1477  -0.5183
C: 3.6175 -0.7625 -0.9142  0.1603
H: 1.5293 -1.9431 -0.8705  0.3745
H: 0.1755 -0.7225 -0.9655  0.3555
H: -1.1293 -1.2612 1.3445  0.4250
H: -3.5650 2.0932 1.5036  0.3026
H: 1.1366 -1.3347 -2.3435  0.3464
H: 2.0327 0.5099 -0.2539  0.2387
H: -1.1115 0.7082 -0.8056  0.3019
H: -2.0024 2.1977 0.7224  0.2686
H: -2.8256 -0.1691 2.2302  0.2565
H: -0.3842 0.3504 1.3700  0.3558
H: -2.0055 -0.6233 -0.8288  0.2990
H: 2.3339 0.6133 -1.9932  0.3659
H: 4.5058 -0.1200 -0.8754  0.3718
H: -2.0880 2.0629 2.4808  0.3057

Computed properties:
Total charge ... +1
Energy relative to the best compared isomer or geometry (same formula, charge and spin) ... 195.57 kJ/mol
Orbital gap ... 9.84 eV
Maximum force ... 0.7 eV/A
Highest occupied orbital energy ... -12.83 eV
E_LUMO ... -0.1100 hartree
E_tot ... -10886.13410 eV


Molecular formula: C4H14N3OP
Method: DFT, wB97M-V/def2-TZVPD

Each line ends with the Mulliken charge.
Positions of all 23 atoms, in Å:
P: 1.3403 -0.6627 1.3094  0.7872
O: 0.7915 -2.1448 1.1734  -0.5772
N: 2.5624 -0.5462 -0.0158  -0.6574
N: 2.2800 -0.5700 2.6631  -0.5710
N: 0.0651 0.2301 1.1682  -0.4207
C: -1.7862 1.3250 -2.3069  -0.9340
C: -3.1411 -0.5170 -1.1748  -1.0308
C: 0.2902 1.7160 1.2976  -0.9106
C: -1.9243 0.3379 -1.4018  0.4046
H: -3.9064 -0.2095 -1.8563  0.3364
H: -3.4841 -0.6398 -0.1258  0.2576
H: -0.1215 -2.1319 0.9070  0.3436
H: 3.6128 -0.7057 0.0003  0.2614
H: 3.2119 -0.8388 2.5588  0.2668
H: -1.0575 0.1479 -0.7786  0.1341
H: -0.4727 2.1995 0.5604  0.2400
H: -2.5434 1.5954 -2.9399  0.3567
H: 0.3116 2.1811 2.2960  0.3028
H: 1.3129 1.9751 0.8654  0.3214
H: -0.8189 1.8440 -2.4401  0.2524
H: -2.9344 -1.6029 -1.3296  0.2473
H: 2.2679 -1.4126 -0.6702  0.2724
H: 2.0567 0.4133 2.8520  0.3170

Computed properties:
Total charge ... 0
Energy relative to the best compared isomer or geometry (same formula, charge and spin) ... 222.94 kJ/mol
SMILES ... CN=P(N)(N)O.C=CC
Orbital gap ... 9.48 eV
Maximum force ... 3.8 eV/A
Highest occupied orbital energy ... -8.88 eV
E_LUMO ... 0.0221 hartree
E_tot ... -20180.93590 eV


Molecular formula: C4H14N3S
Method: DFT, wB97M-V/def2-TZVPD

Each line ends with the Mulliken charge.
Positions of all 22 atoms, in Å:
S: 0.7626 -1.3502 2.2698  -0.0858
N: -0.0662 -0.5582 -3.3850  -0.5005
N: 1.2908 0.5058 -1.8658  -0.4473
N: -0.4592 1.8468 -2.9136  -0.4973
C: -0.2314 0.8084 0.8621  -0.9737
C: -0.0438 -2.2283 3.6200  -0.7206
C: -0.0431 0.3152 -2.2720  0.3483
C: -0.2787 0.1482 2.2093  -0.4651
H: 0.1093 0.8131 3.0271  0.3407
H: -0.0526 -3.2964 3.3934  0.3023
H: -1.3259 -0.1292 2.4117  0.3617
H: -0.9501 -0.4535 -3.8858  0.3235
H: -1.4470 1.9469 -2.6785  0.3028
H: 0.5268 0.0121 -3.9848  0.3862
H: -1.0528 -1.8126 3.7629  0.2229
H: 0.7356 1.2622 0.5997  0.3905
H: 0.0781 2.2744 -2.1491  0.3349
H: -0.3401 0.0358 0.0361  0.0770
H: 1.7011 -0.3712 -1.5731  0.2610
H: -1.0284 1.5237 0.6836  0.4035
H: 0.4507 -2.1155 4.5856  0.2827
H: 1.6643 0.8226 -2.7536  0.3524

Computed properties:
Total charge ... +1
Energy relative to the best compared isomer or geometry (same formula, charge and spin) ... 673.63 kJ/mol
Orbital gap ... 3.26 eV
Maximum force ... 8.4 eV/A
Highest occupied orbital energy ... -11.39 eV
E_LUMO ... -0.2989 hartree
E_tot ... -19668.66084 eV


Molecular formula: C4H14N4
Method: DFT, wB97M-V/def2-TZVPD

Each line ends with the Mulliken charge.
Positions of all 22 atoms, in Å:
N: -0.3034 -1.7364 1.8348  -0.8059
N: -0.5634 0.9036 -1.8008  -0.6848
N: -0.9112 -1.8525 -0.3758  -0.6226
N: 1.1595 -1.0349 0.0705  -0.1654
C: -0.0212 -1.5609 0.6060  0.5041
C: 2.3751 -0.9164 0.8539  -1.1413
C: -1.8214 1.9527 0.0029  -1.1663
C: -0.4474 1.5400 -0.4813  0.0673
H: -2.2663 2.7059 -0.6597  0.3420
H: 0.3504 0.5032 -2.0222  0.1525
H: 2.6416 -1.8600 1.3346  0.3720
H: 2.2390 -0.1203 1.5908  0.3421
H: -2.5005 1.0961 0.0694  0.2520
H: 0.1925 0.7472 0.1898  0.0823
H: 1.3436 -1.4747 -0.8299  0.2692
H: -1.7681 2.4012 0.9998  0.3198
H: -1.0420 -1.0624 -1.0143  0.3507
H: 0.2051 2.4198 -0.5408  0.3762
H: 0.5110 -1.5504 2.4198  0.2452
H: -1.8014 -2.0737 0.0588  0.3330
H: -0.7724 1.6203 -2.4965  0.2578
H: 3.2009 -0.6472 0.1900  0.3201

Computed properties:
Total charge ... 0
Energy relative to the best compared isomer or geometry (same formula, charge and spin) ... 48.24 kJ/mol
SMILES ... [H]/N=C(/N)NC.CCN
Orbital gap ... 9.90 eV
Maximum force ... 3.4 eV/A
Highest occupied orbital energy ... -9.08 eV
E_LUMO ... 0.0303 hartree
E_tot ... -10335.30448 eV


Molecular formula: C4H14N4
Method: DFT, wB97M-V/def2-TZVPD

Each line ends with the Mulliken charge.
Positions of all 22 atoms, in Å:
N: 0.8623 -0.2115 1.5318  -0.5064
N: 0.9138 -0.8848 -1.2747  -0.7835
N: -1.5681 1.6700 -0.0799  -0.7084
N: -1.1105 0.3466 -0.3314  0.1563
C: 1.2118 1.4453 -0.9375  -1.5486
C: 0.4971 0.1471 -0.6175  0.9413
C: -2.0769 -0.6132 -0.8285  -1.0021
C: 1.5100 -1.4989 1.7472  -0.8157
H: 0.8797 2.2505 -0.2798  0.4735
H: 1.4981 0.5833 1.5405  0.2637
H: -2.0502 -0.6748 -1.9258  0.2972
H: 1.0298 1.7206 -1.9773  0.3388
H: 1.0217 -2.2530 1.1278  0.2602
H: -1.6784 2.1674 -0.9680  0.1979
H: 2.5638 -1.4517 1.4641  0.2956
H: -3.1117 -0.4119 -0.5225  0.3423
H: -2.4922 1.6683 0.3545  0.2799
H: 0.3886 -1.7276 -1.0554  0.2472
H: -1.7962 -1.5924 -0.4260  0.2897
H: -0.1916 -0.1809 1.4690  0.3317
H: 2.2899 1.3139 -0.7981  0.3393
H: 1.4088 -1.8124 2.7876  0.3105

Computed properties:
Total charge ... 0
Energy relative to the best compared isomer or geometry (same formula, charge and spin) ... 362.81 kJ/mol
SMILES ... [H]/N=C(/C)N(C)N.CN
Orbital gap ... 8.96 eV
Maximum force ... 4.4 eV/A
Highest occupied orbital energy ... -8.07 eV
E_LUMO ... 0.0328 hartree
E_tot ... -10332.04420 eV


Molecular formula: C4H14N4
Method: DFT, wB97M-V/def2-TZVPD

Each line ends with the Mulliken charge.
Positions of all 22 atoms, in Å:
N: 1.7717 1.7257 -2.8815  -0.5978
N: -1.0419 -0.2308 -1.4087  -0.4551
N: -1.6876 0.6164 1.5174  -0.5471
N: 1.0677 -1.8841 1.7152  -0.6000
C: 1.0943 0.7555 -2.0511  -0.1532
C: -0.3285 -1.4271 1.6379  -0.3862
C: -0.3328 0.1013 1.6375  -0.5503
C: -0.2262 0.7295 -2.0988  -0.3929
H: 1.0665 -2.8873 1.8612  0.2239
H: -1.6673 1.6142 1.4340  0.1972
H: 1.4808 -1.4997 2.5580  0.2118
H: -1.6178 0.2026 -0.6902  0.2273
H: -2.3157 0.3645 2.2652  0.1970
H: 1.6705 0.0768 -1.4307  0.3784
H: 0.2390 0.4391 0.7809  0.1514
H: 0.2145 0.4028 2.5401  0.4572
H: 2.3767 2.3545 -2.3682  0.2413
H: 2.3946 1.1976 -3.4786  0.2548
H: -1.6892 -0.6288 -2.0850  0.2426
H: -0.9450 -1.7503 2.4863  0.3496
H: -0.7409 -1.7689 0.6922  0.2736
H: -0.7836 1.4963 -2.6330  0.2764

Computed properties:
Total charge ... 0
Energy relative to the best compared isomer or geometry (same formula, charge and spin) ... 138.00 kJ/mol
SMILES ... N/C=C/N.NCCN
Orbital gap ... 10.14 eV
Maximum force ... 1.0 eV/A
Highest occupied orbital energy ... -9.02 eV
E_LUMO ... 0.0413 hartree
E_tot ... -10334.37425 eV


Molecular formula: C4H14N4O
Method: DFT, wB97M-V/def2-TZVPD

Each line ends with the Mulliken charge.
Positions of all 23 atoms, in Å:
O: 1.6509 -1.1035 -0.4972  -0.5846
N: -0.0372 0.8848 -0.6805  0.1921
N: 0.6295 -1.5160 0.4740  -0.1517
N: -1.5390 -0.0752 1.3071  -0.7897
N: -1.5038 -1.2933 -0.7478  -0.4527
C: 1.2733 -1.5343 1.7606  -0.8074
C: 0.5296 1.7479 0.3677  -0.8684
C: -0.5932 1.7312 -1.7694  -0.9520
C: -0.9520 -0.4688 0.2446  0.4020
H: -2.3457 -0.6458 1.5393  0.2443
H: 0.4921 -1.7580 2.4900  0.3112
H: 1.4060 2.2665 -0.0182  0.3552
H: 2.0924 -2.2647 1.8118  0.2754
H: 0.2245 2.3154 -2.1906  0.3437
H: 0.7978 1.1991 1.2632  0.1878
H: 0.3708 0.0974 -1.2222  0.1697
H: -1.4094 2.3539 -1.3992  0.3152
H: -0.7990 -1.9707 -1.0349  0.2996
H: 1.5877 -1.2060 -1.4609  0.3032
H: -0.2200 2.4457 0.7418  0.3546
H: -2.3879 -1.7046 -0.4847  0.2587
H: 1.7160 -0.5633 2.0379  0.2618
H: -0.9833 1.0622 -2.5324  0.3320

Computed properties:
Total charge ... 0
Energy relative to the best compared isomer or geometry (same formula, charge and spin) ... 550.70 kJ/mol
Orbital gap ... 7.75 eV
Maximum force ... 2.6 eV/A
Highest occupied orbital energy ... -7.15 eV
E_LUMO ... 0.0222 hartree
E_tot ... -12377.23778 eV


Molecular formula: C4H14N4O
Method: DFT, wB97M-V/def2-TZVPD

Each line ends with the Mulliken charge.
Positions of all 23 atoms, in Å:
O: -0.6496 2.0290 -1.3043  -0.6110
N: -2.2692 -0.0843 -0.1093  -0.5889
N: -1.0852 -0.7939 -0.0003  -0.1511
N: -0.6901 -1.1163 1.3182  -0.0332
N: 0.3046 0.5700 -2.7499  -0.3803
C: -0.2092 0.0063 2.1082  -0.8000
C: 1.6940 1.5304 -1.0166  -1.1382
C: 0.2600 -2.2074 1.2610  -0.7641
C: 0.3013 1.3023 -1.5860  0.6354
H: -2.1282 0.9272 0.0758  0.2118
H: 0.7184 0.4360 1.6950  0.2145
H: -2.9700 -0.4489 0.5226  0.2871
H: 1.0298 -0.1037 -2.9285  0.2207
H: -0.0066 -0.3381 3.1209  0.3740
H: -0.5966 0.3749 -3.1572  0.2673
H: -0.9713 0.7834 2.1623  0.2640
H: 2.1780 0.5779 -0.8103  0.3089
H: 0.4288 -2.5862 2.2646  0.3171
H: 1.6258 2.1237 -0.1079  0.3005
H: -0.1656 -2.9950 0.6511  0.2732
H: -0.3257 -0.1617 -0.5052  0.1688
H: 1.2223 -1.8996 0.8313  0.2514
H: 2.3042 2.0742 -1.7354  0.3720

Computed properties:
Total charge ... 0
Energy relative to the best compared isomer or geometry (same formula, charge and spin) ... 187.56 kJ/mol
SMILES ... CC(N)=O.CN(C)NN
Orbital gap ... 8.81 eV
Maximum force ... 3.2 eV/A
Highest occupied orbital energy ... -8.02 eV
E_LUMO ... 0.0290 hartree
E_tot ... -12381.00139 eV


Molecular formula: C4H14N4P
Method: DFT, wB97M-V/def2-TZVPD

Each line ends with the Mulliken charge.
Positions of all 23 atoms, in Å:
P: 0.7316 0.1131 2.9250  0.2612
N: -0.7904 -0.2632 2.5839  -0.3377
N: -0.3273 -0.5852 -2.0077  -0.0542
N: -2.4970 -1.0731 -2.8143  -0.5377
N: -0.9289 0.5810 -0.0485  -0.7156
C: -0.1732 -0.1732 -0.7169  0.2447
C: 3.2089 0.6109 1.5889  -0.9696
C: 1.6730 0.7545 1.7012  -0.4382
C: -1.3969 -0.1500 -2.8044  -0.7333
H: 1.1808 -0.6548 4.0176  0.1665
H: 3.4247 0.0951 2.4628  0.3485
H: 3.9136 1.5272 1.4455  0.2977
H: -2.9478 -1.1103 -3.7304  0.2507
H: -1.1138 0.0601 -3.7885  0.4167
H: -1.1019 0.0873 1.6917  0.2921
H: 1.1464 1.3287 1.0167  0.6850
H: 3.2745 -0.0726 0.8393  0.3243
H: -1.5778 -0.2583 3.3275  0.3523
H: -3.1725 -0.9291 -2.0640  0.2154
H: 0.2923 -1.1959 -2.4224  0.2011
H: -1.7268 1.0889 -0.4845  0.0820
H: 0.6216 -0.6323 -0.1973  0.3146
H: -1.7131 0.8513 -2.5215  0.3336

Computed properties:
Total charge ... +1
Energy relative to the best compared isomer or geometry (same formula, charge and spin) ... 266.38 kJ/mol
Orbital gap ... 7.80 eV
Maximum force ... 3.8 eV/A
Highest occupied orbital energy ... -12.34 eV
E_LUMO ... -0.1669 hartree
E_tot ... -19615.36394 eV


Molecular formula: C4H14N5O2PTl
Method: DFT, wB97M-V/def2-TZVPD

Each line ends with the Mulliken charge.
Positions of all 27 atoms, in Å:
Tl: 7.5806 0.4966 9.4513  0.7030
P: 6.6698 0.3714 13.0100  0.2410
O: 7.3933 -3.6632 8.1231  -0.6776
O: 7.9341 -2.3767 9.7828  -0.6215
N: 5.5189 0.6138 7.4214  -0.5118
N: 6.5612 -2.4553 5.8874  -0.3910
N: 5.8313 -0.3263 6.4387  -0.0816
N: 7.4899 -2.5966 8.6756  1.2554
N: 6.8578 -1.4397 8.0476  -0.4947
C: 5.7907 0.6859 14.5667  -1.0961
C: 5.3971 0.7465 11.6812  -1.0802
C: 6.4253 -1.4743 6.8037  0.4809
C: 6.6411 -1.4541 13.0574  -0.8434
H: 5.3589 -0.2689 5.5489  0.2116
H: 6.8685 -3.3710 6.2890  0.2818
H: 6.3705 0.2404 15.3514  0.3613
H: 5.6036 1.7214 11.2753  0.3049
H: 5.3596 1.5158 6.9974  0.2566
H: 6.6692 -2.1855 4.8986  0.2363
H: 5.6353 -1.8562 13.0227  0.3376
H: 5.7477 1.7451 14.7768  0.3602
H: 4.7527 0.3493 8.0730  0.2659
H: 4.3975 0.8543 12.1504  0.4022
H: 4.7200 0.3445 14.5297  0.3208
H: 7.2428 -1.8185 12.2042  0.1183
H: 5.3022 -0.0421 10.9258  0.2779
H: 7.0822 -1.8519 13.9613  0.3821

Computed properties:
Total charge ... +1
Orbital gap ... 7.61 eV
Maximum force ... 2.5 eV/A
Highest occupied orbital energy ... -11.15 eV
E_LUMO ... -0.1301 hartree
E_tot ... -29893.28524 eV


Molecular formula: C4H14NO
Method: DFT, wB97M-V/def2-TZVPD

Each line ends with the Mulliken charge.
Positions of all 20 atoms, in Å:
O: -0.4601 -0.0004 1.5111  -0.3880
N: 6.2963 -0.4828 -0.4898  -0.6251
C: -1.8880 -0.3959 -0.7632  -0.2195
C: -1.2112 1.8744 0.0059  -0.4456
C: -2.2536 0.8485 -0.0249  -0.5402
C: -2.3116 -1.7002 -0.1066  -1.1422
H: 0.3937 -0.0805 1.9931  0.3070
H: -0.4122 1.3193 0.7302  0.2404
H: -1.4614 2.8226 0.4864  0.3787
H: -1.7840 -2.5227 -0.5932  0.3597
H: 7.0243 -1.1538 -0.3146  0.2170
H: -3.3682 -1.9480 -0.1731  0.3277
H: 6.6769 0.3349 -0.9369  0.2146
H: 5.7253 -0.2475 0.3013  0.1936
H: -1.9412 -1.6538 0.9543  0.2751
H: -1.9850 -0.4183 -1.8639  0.4359
H: -3.2604 1.2979 -0.1975  0.4596
H: -0.7550 -0.5027 -0.6394  0.2594
H: -0.6429 2.1049 -0.8992  0.3362
H: -2.3818 0.5039 1.0200  0.3556

Computed properties:
Total charge ... +1
Energy relative to the best compared isomer or geometry (same formula, charge and spin) ... 790.99 kJ/mol
Orbital gap ... 1.76 eV
Maximum force ... 3.7 eV/A
Highest occupied orbital energy ... -11.67 eV
E_LUMO ... -0.3642 hartree
E_tot ... -7898.75632 eV


Molecular formula: C4H14NO
Method: DFT, wB97M-V/def2-TZVPD

Each line ends with the Mulliken charge.
Positions of all 20 atoms, in Å:
O: 2.5287 1.0236 -0.2513  -0.6225
N: 0.2615 0.3244 0.2809  -0.0687
C: -0.8010 -0.7404 0.1405  0.0904
C: -0.2258 1.4536 1.1227  -0.8871
C: -2.0314 -0.2329 -0.6365  -1.3884
C: -0.2251 -2.0273 -0.5993  -1.2271
H: 0.3988 2.3020 0.9585  0.3999
H: -1.3603 1.5596 1.1715  0.2973
H: -2.4756 -1.0480 -1.2418  0.4419
H: 0.7301 -2.4689 -0.4574  0.4139
H: -0.6100 -1.9362 -1.6639  0.2736
H: -1.8964 0.5148 -1.3955  0.3497
H: -2.9027 -0.0055 0.1825  0.3676
H: -1.0648 -1.0483 1.1181  0.3785
H: -0.7434 -2.8321 0.0144  0.3412
H: 0.5565 0.6626 -0.6206  0.4617
H: 1.0230 -0.1016 0.8301  0.3694
H: 2.5900 1.5848 -1.0439  0.3214
H: 3.2665 0.4106 -0.2164  0.3143
H: -0.2130 1.2325 2.1803  0.3730

Computed properties:
Total charge ... +1
Energy relative to the best compared isomer or geometry (same formula, charge and spin) ... 196.83 kJ/mol
Orbital gap ... 12.74 eV
Maximum force ... 3.7 eV/A
Highest occupied orbital energy ... -15.94 eV
E_LUMO ... -0.1175 hartree
E_tot ... -7904.91438 eV